Formula: C39H78F5N2O10P2
Source: OMol25
Level of theory: ωB97M-V/def2-TZVPD

Computed properties:
- total charge = -1
- Kohn-Sham gap (Ha) = 0.2120
- LUMO energy (eV) = 1.50

Last columns: bonded neighbours and bond lengths (Å).
Cartesian coordinates (Å):
1 C -3.309 -8.116 8.328  C2 1.622, H41 1.144, H42 1.152, H43 1.151
2 C -4.169 -7.064 7.441  C1 1.622, O3 1.442, H44 1.160, H45 1.158
3 O -5.118 -7.682 6.549  C2 1.442, C4 1.457
4 C -4.485 -8.517 5.537  O3 1.457, P5 1.917, H46 1.163, H47 1.144
5 P -4.858 -8.040 3.719  C4 1.917, C6 1.917, C16 1.932, C36 1.927, H48 1.467, H49 1.472
6 C -6.581 -7.305 4.125  P5 1.917, C7 1.604, H50 1.159, H51 1.161
7 C -7.647 -8.349 4.712  C6 1.604, C8 1.633, H52 1.160, H53 1.140
8 C -9.153 -7.958 4.216  C7 1.633, C9 1.599, H54 1.145, H55 1.155
9 C -9.827 -6.805 5.094  C8 1.599, F10 1.433, F11 1.454, C12 1.607
10 F -8.931 -5.739 5.431  C9 1.433
11 F -10.841 -6.195 4.250  C9 1.454
12 C -10.614 -7.347 6.386  C9 1.607, F13 1.433, F14 1.432, F15 1.425
13 F -11.536 -6.318 6.767  C12 1.433
14 F -11.428 -8.493 6.115  C12 1.432
15 F -9.777 -7.545 7.523  C12 1.425
16 C -5.212 -7.721 1.846  P5 1.932, C17 1.627, H56 1.160, H57 1.145
17 C -3.949 -8.107 0.895  C16 1.627, O18 1.482, H58 1.159, H59 1.141
18 O -4.307 -8.034 -0.542  C17 1.482, C19 1.461
19 C -3.144 -7.551 -1.284  O18 1.461, C20 1.614, H60 1.150, H61 1.159
20 C -3.242 -5.973 -1.610  C19 1.614, O21 1.453, H62 1.152, H63 1.158
21 O -1.926 -5.374 -1.472  C20 1.453, C22 1.418
22 C -1.912 -4.007 -1.847  O21 1.418, C23 1.572, C35 1.549
23 C -0.503 -3.331 -2.020  C22 1.572, C24 1.569, H64 1.150
24 C -0.368 -1.828 -2.449  C23 1.569, C25 1.572, H65 1.150
25 C -1.605 -0.894 -2.712  C24 1.572, C26 1.599, C34 1.577
26 C -1.425 0.635 -3.143  C25 1.599, C27 1.636, C28 1.638, C29 1.596
27 C -0.292 0.783 -4.315  C26 1.636, H66 1.141, H67 1.151, H68 1.150
28 C -2.819 1.034 -3.906  C26 1.638, H69 1.145, H70 1.149, H71 1.160
29 C -1.274 1.689 -1.954  C26 1.596, C30 1.595, H72 1.161, H73 1.154
30 C -0.109 1.445 -0.892  C29 1.595, C31 1.638, C32 1.638, C33 1.612
31 C -0.090 2.786 0.048  C30 1.638, H74 1.145, H75 1.147, H76 1.158
32 C -0.412 0.236 0.170  C30 1.638, H77 1.153, H78 1.157, H79 1.141
33 C 1.380 1.363 -1.506  C30 1.612, H80 1.141, H81 1.159, H82 1.154
34 C -3.006 -1.591 -2.518  C25 1.577, C35 1.577, H83 1.137
35 C -3.145 -3.101 -2.086  C22 1.549, C34 1.577, H84 1.150
36 C -3.942 -6.359 3.943  P5 1.927, P37 1.880, H85 1.161, H86 1.160
37 P -2.066 -6.458 4.003  C36 1.880, O38 1.537, O39 1.738, O40 1.701
38 O -1.412 -7.377 2.958  P37 1.537
39 O -1.487 -4.857 3.652  P37 1.738, H87 0.993
40 O -1.409 -6.854 5.521  P37 1.701, H88 0.983
41 H -3.661 -9.195 8.180  C1 1.144
42 H -2.201 -8.065 8.021  C1 1.152
43 H -3.372 -7.860 9.448  C1 1.151
44 H -4.800 -6.467 8.210  C2 1.160
45 H -3.504 -6.264 6.933  C2 1.158
46 H -4.920 -9.586 5.683  C4 1.163
47 H -3.351 -8.626 5.634  C4 1.144
48 H -3.614 -8.720 3.343  P5 1.467
49 H -5.508 -9.348 3.531  P5 1.472
50 H -6.526 -6.356 4.789  C6 1.159
51 H -7.022 -6.925 3.121  C6 1.161
52 H -7.681 -8.248 5.867  C7 1.160
53 H -7.452 -9.442 4.452  C7 1.140
54 H -9.098 -7.591 3.132  C8 1.145
55 H -9.796 -8.915 4.270  C8 1.155
56 H -6.141 -8.365 1.588  C16 1.160
57 H -5.458 -6.631 1.593  C16 1.145
58 H -3.198 -7.238 1.049  C17 1.159
59 H -3.510 -9.131 1.141  C17 1.141
60 H -2.153 -7.778 -0.746  C19 1.150
61 H -3.068 -8.100 -2.303  C19 1.159
62 H -3.700 -5.865 -2.662  C20 1.152
63 H -3.919 -5.462 -0.823  C20 1.158
64 H 0.417 -3.988 -1.812  C23 1.150
65 H 0.716 -1.454 -2.539  C24 1.150
66 H 0.101 1.854 -4.311  C27 1.141
67 H -0.812 0.538 -5.312  C27 1.151
68 H 0.573 0.040 -4.171  C27 1.150
69 H -2.966 0.448 -4.879  C28 1.145
70 H -3.719 0.977 -3.195  C28 1.149
71 H -2.706 2.160 -4.162  C28 1.160
72 H -1.088 2.727 -2.439  C29 1.161
73 H -2.270 1.791 -1.378  C29 1.154
74 H 0.234 3.682 -0.586  C31 1.145
75 H 0.678 2.677 0.893  C31 1.147
76 H -1.144 2.995 0.480  C31 1.158
77 H 0.425 -0.541 0.008  C32 1.153
78 H -1.432 -0.265 -0.047  C32 1.157
79 H -0.380 0.584 1.256  C32 1.141
80 H 1.556 0.478 -2.205  C33 1.141
81 H 1.500 2.312 -2.160  C33 1.159
82 H 2.194 1.471 -0.695  C33 1.154
83 H -3.987 -1.040 -2.685  C34 1.137
84 H -4.207 -3.520 -1.944  C35 1.150
85 H -4.272 -5.806 4.909  C36 1.161
86 H -4.197 -5.618 3.088  C36 1.160
87 H -1.652 -4.796 2.674  O39 0.993
88 H -1.080 -7.779 5.470  O40 0.983
89 C 6.119 5.817 1.582  O90 1.419, H98 1.092, H99 1.092, H100 1.093
90 O 5.284 6.545 0.695  C89 1.419, C91 1.429
91 C 5.954 7.043 -0.464  O90 1.429, C92 1.532, H101 1.096, H102 1.095
92 C 5.601 6.226 -1.712  C91 1.532, N93 1.464, H103 1.094, H104 1.095
93 N 6.192 4.888 -1.671  C92 1.464, C94 1.466, H105 1.014
94 C 5.618 3.932 -2.623  N93 1.466, C95 1.539, H106 1.094, H107 1.094
95 C 4.098 3.695 -2.613  C94 1.539, O96 1.423, H108 1.095, H109 1.095
96 O 3.613 2.984 -1.480  C95 1.423, C97 1.417
97 C 3.506 3.757 -0.298  O96 1.417, H110 1.094, H111 1.091, H112 1.091
98 H 5.599 5.727 2.538  C89 1.092
99 H 6.309 4.808 1.211  C89 1.092
100 H 7.068 6.333 1.751  C89 1.093
101 H 7.038 7.110 -0.316  C91 1.096
102 H 5.580 8.061 -0.615  C91 1.095
103 H 5.965 6.749 -2.601  C92 1.094
104 H 4.509 6.182 -1.766  C92 1.095
105 H 6.073 4.510 -0.738  N93 1.014
106 H 6.107 2.972 -2.429  C94 1.094
107 H 5.916 4.238 -3.630  C94 1.094
108 H 3.871 3.056 -3.474  C95 1.095
109 H 3.521 4.613 -2.771  C95 1.095
110 H 3.170 4.780 -0.495  C97 1.094
111 H 4.458 3.755 0.235  C97 1.091
112 H 2.776 3.279 0.357  C97 1.091
113 C 7.279 13.034 -3.008  O114 1.419, H122 1.092, H123 1.092, H124 1.093
114 O 6.627 12.735 -4.233  C113 1.419, C115 1.428
115 C 7.453 12.890 -5.388  O114 1.428, C116 1.532, H125 1.096, H126 1.094
116 C 7.893 11.534 -5.950  C115 1.532, N117 1.463, H127 1.094, H128 1.094
117 N 8.858 10.869 -5.073  C116 1.463, C118 1.466, H129 1.014
118 C 9.050 9.440 -5.338  N117 1.466, C119 1.539, H130 1.094, H131 1.094
119 C 7.820 8.515 -5.347  C118 1.539, O120 1.423, H132 1.095, H133 1.095
120 O 7.239 8.285 -4.068  C119 1.423, C121 1.417
121 C 6.440 9.348 -3.578  O120 1.417, H134 1.094, H135 1.091, H136 1.091
122 H 6.514 13.157 -2.240  C113 1.092
123 H 7.934 12.219 -2.697  C113 1.092
124 H 7.852 13.962 -3.076  C113 1.093
125 H 8.308 13.548 -5.197  C115 1.096
126 H 6.828 13.377 -6.143  C115 1.094
127 H 8.347 11.681 -6.934  C116 1.094
128 H 6.987 10.933 -6.079  C116 1.094
129 H 8.548 10.972 -4.114  N117 1.014
130 H 9.738 9.073 -4.570  C118 1.094
131 H 9.567 9.340 -6.297  C118 1.094
132 H 8.165 7.533 -5.688  C119 1.095
133 H 7.057 8.824 -6.070  C119 1.095
134 H 5.861 9.835 -4.368  C121 1.094
135 H 7.068 10.069 -3.052  C121 1.091
136 H 5.742 8.941 -2.845  C121 1.091